1.
Here is C33H26Cl3NO3S4SbV as an isolated structure in a non-equilibrium geometry from OMol25. Energies are from ωB97M-V with the def2-TZVPD basis set.

CARTESIAN COORDINATES (ANGSTROEM)
V  0.05  0.21  0.72
S  1.56  -0.83  5.20
Sb  -0.22  -0.63  3.81
S  0.59  -1.71  1.67
S  0.16  1.49  2.57
Cl  -3.21  -2.87  3.36
C  -3.50  -3.43  1.75
C  -3.46  -4.80  1.51
C  -3.71  -5.27  0.24
C  -3.96  -4.38  -0.79
C  -3.96  -3.01  -0.54
Cl  -4.15  -1.95  -1.90
C  -3.76  -2.49  0.74
N  -3.74  -1.14  1.03
C  -4.78  -0.24  0.70
C  -6.06  -0.71  0.41
C  -7.07  0.16  0.04
C  -6.82  1.53  -0.02
C  -5.56  1.99  0.32
C  -4.53  1.13  0.69
C  -3.18  1.71  1.06
C  -2.27  1.87  -0.15
O  -2.47  2.69  -1.01
O  -1.25  1.03  -0.18
H  -3.24  -5.47  2.33
H  -3.69  -6.33  0.04
H  -4.12  -4.72  -1.80
H  -3.15  -0.87  1.80
H  -6.26  -1.77  0.47
H  -8.05  -0.23  -0.19
H  -7.59  2.22  -0.32
H  -5.34  3.06  0.29
H  -2.66  1.13  1.82
H  -3.34  2.71  1.47
O  1.72  1.34  -0.82
S  2.69  0.21  -0.55
C  4.03  0.43  -1.72
C  4.13  1.62  -2.42
C  5.18  1.78  -3.32
C  6.09  0.75  -3.51
C  5.97  -0.44  -2.81
C  4.93  -0.61  -1.91
C  3.58  0.63  0.94
C  4.12  -0.40  1.69
C  4.76  -0.09  2.88
C  4.84  1.23  3.30
C  4.28  2.25  2.54
C  3.63  1.95  1.35
H  3.39  2.39  -2.26
H  5.27  2.70  -3.87
H  6.91  0.88  -4.22
H  6.68  -1.24  -2.97
H  4.81  -1.54  -1.37
H  3.99  -1.43  1.38
H  5.15  -0.88  3.50
H  5.31  1.46  4.25
H  4.31  3.27  2.89
H  3.13  2.71  0.77
Cl  -0.08  -4.57  -0.53
C  0.89  -3.60  -1.59
C  2.03  -4.16  -2.14
C  2.79  -3.44  -3.06
C  2.39  -2.16  -3.43
C  1.27  -1.60  -2.87
C  0.48  -2.28  -1.91
C  -0.64  -1.64  -1.35
H  2.31  -5.16  -1.85
H  3.68  -3.89  -3.48
H  2.97  -1.60  -4.15
H  0.97  -0.59  -3.13
H  -1.33  -2.18  -0.71
H  -0.99  -0.72  -1.80

Frontier orbital gap (alpha / beta), eV: 4.7029 / 5.5046
2S+1: 2
HOMO level (alpha / beta), eV: -3.426 / -3.679
Total charge: -1
Molar mass, g mol⁻¹: 891.9
Relative energy (zero: lowest compared OMol25 entry of this formula, charge and spin), kcal per mole: 77.47
Lowest unoccupied orbital energy (alpha / beta), eV: 1.28 / 1.83

---

2.
Here is C33H26IN5O10STi as an isolated structure from OMol25. Energies are from ωB97M-V with the def2-TZVPD basis set.

CARTESIAN COORDINATES (ANGSTROEM)
Ti  0.26  0.27  -0.19
O  -3.36  1.32  1.95
S  -3.00  1.11  0.57
O  -3.85  1.74  -0.42
N  -1.44  1.50  0.29
C  -1.17  2.87  0.33
C  -2.00  3.86  0.82
C  -1.64  5.22  0.76
C  -0.46  5.63  0.22
C  0.43  4.66  -0.29
C  1.67  4.98  -0.87
C  2.48  3.99  -1.36
C  2.06  2.66  -1.24
N  0.91  2.34  -0.69
C  0.08  3.29  -0.22
C  -3.04  -0.63  0.26
C  -2.98  -1.08  -1.05
C  -3.02  -2.45  -1.29
C  -3.16  -3.33  -0.22
C  -3.25  -2.86  1.08
C  -3.19  -1.50  1.33
H  -2.95  3.59  1.26
H  -2.33  5.95  1.16
H  -0.19  6.68  0.18
H  1.97  6.02  -0.94
H  3.44  4.21  -1.82
H  2.67  1.84  -1.60
H  -2.88  -0.37  -1.86
H  -2.92  -2.82  -2.30
H  -3.16  -4.40  -0.41
H  -3.33  -3.55  1.91
H  -3.22  -1.11  2.34
C  4.52  -1.07  0.31
C  3.18  -0.41  0.35
N  2.27  -0.59  -0.55
O  2.60  -1.47  -1.58
C  2.85  0.46  1.45
C  3.83  0.89  2.50
N  1.59  0.87  1.47
O  1.17  1.68  2.34
H  4.62  -1.70  -0.56
H  4.66  -1.67  1.21
H  5.31  -0.31  0.31
H  1.82  -2.08  -1.52
H  4.30  0.03  2.99
H  3.29  1.47  3.24
H  4.63  1.51  2.08
O  0.56  -2.91  -0.73
C  0.25  -2.61  0.44
O  -0.16  -1.43  0.78
C  0.33  -3.65  1.51
C  1.10  -4.80  1.26
C  1.16  -5.79  2.23
C  0.43  -5.70  3.40
C  -0.38  -4.57  3.62
C  -0.39  -3.53  2.68
N  -1.20  -4.52  4.74
O  -2.02  -3.54  4.87
O  -1.17  -5.49  5.58
H  1.64  -4.88  0.32
H  1.78  -6.67  2.06
H  0.44  -6.48  4.15
H  -0.97  -2.64  2.88
I  1.32  -2.26  -8.61
C  0.84  -1.26  -6.82
C  0.79  -1.98  -5.64
C  0.48  -1.32  -4.46
C  0.23  0.05  -4.47
C  0.29  0.75  -5.67
C  0.60  0.10  -6.85
C  -0.11  0.79  -3.19
O  -0.37  1.98  -3.24
O  -0.07  0.04  -2.14
H  0.98  -3.05  -5.63
H  0.43  -1.85  -3.52
H  0.08  1.81  -5.65
H  0.64  0.65  -7.78

Frontier orbital gap (alpha / beta), eV: 3.1299 / 6.1660
2S+1: 3
HOMO level (alpha / beta), eV: -0.129 / -3.166
Total charge: -2
Molar mass, g mol⁻¹: 859.4
Relative energy (zero: lowest compared OMol25 entry of this formula, charge and spin), kcal per mole: 3.72
Lowest unoccupied orbital energy (alpha / beta), eV: 3.00 / 3.00

---

3.
Here is C33H26N2O6P2ReSe as an isolated structure from OMol25. Energies are from ωB97M-V with the def2-TZVPD basis set.

CARTESIAN COORDINATES (ANGSTROEM)
Re  -1.33  0.74  2.10
O  0.62  0.95  1.71
P  1.65  1.32  0.62
C  0.79  2.18  -0.73
P  -0.81  1.41  -1.12
O  -1.60  1.31  0.21
C  -0.55  -0.18  -1.86
C  -1.44  -1.21  -1.58
C  -1.25  -2.46  -2.15
C  -0.19  -2.67  -3.01
C  0.69  -1.64  -3.32
C  0.51  -0.39  -2.75
C  -1.69  2.50  -2.20
C  -2.01  3.79  -1.76
C  -2.69  4.65  -2.60
C  -3.06  4.22  -3.87
C  -2.74  2.94  -4.31
C  -2.06  2.07  -3.47
C  2.81  2.47  1.32
C  3.47  3.39  0.50
C  4.42  4.24  1.06
C  4.69  4.17  2.42
C  4.03  3.26  3.23
C  3.08  2.40  2.68
C  2.44  -0.13  -0.03
C  1.94  -1.40  0.26
C  2.54  -2.51  -0.30
C  3.64  -2.36  -1.14
C  4.14  -1.10  -1.42
C  3.55  0.02  -0.86
H  1.41  2.25  -1.63
H  0.57  3.20  -0.40
H  -2.28  -1.04  -0.91
H  -1.94  -3.27  -1.93
H  -0.04  -3.65  -3.46
H  1.51  -1.80  -4.01
H  1.20  0.41  -3.00
H  -1.74  4.12  -0.76
H  -2.95  5.64  -2.26
H  -3.59  4.89  -4.53
H  -3.04  2.62  -5.30
H  -1.82  1.07  -3.81
H  3.26  3.46  -0.56
H  4.93  4.95  0.43
H  5.43  4.84  2.85
H  4.24  3.21  4.29
H  2.57  1.69  3.31
H  1.09  -1.51  0.92
H  2.16  -3.50  -0.07
H  4.11  -3.24  -1.56
H  5.01  -0.99  -2.06
H  3.97  1.00  -1.06
O  -2.32  -0.63  3.13
C  -1.95  -1.64  2.37
O  -1.16  -1.26  1.45
C  -2.40  -3.00  2.55
C  -3.22  -3.36  3.61
C  -3.64  -4.68  3.72
C  -3.25  -5.62  2.78
C  -2.44  -5.22  1.73
C  -1.99  -3.93  1.59
N  -2.04  -6.20  0.70
O  -1.37  -5.78  -0.23
O  -2.38  -7.35  0.86
H  -3.53  -2.62  4.34
H  -4.28  -4.97  4.54
H  -3.57  -6.65  2.84
H  -1.36  -3.65  0.76
Se  -2.68  4.65  4.48
C  -2.19  3.28  3.63
N  -1.84  2.29  3.02

Frontier orbital gap (alpha / beta), eV: 6.4406 / 6.6547
2S+1: 2
HOMO level (alpha / beta), eV: -13.924 / -13.908
Total charge: +2
Molar mass, g mol⁻¹: 873.7
Relative energy (zero: lowest compared OMol25 entry of this formula, charge and spin), kcal per mole: 0.00
Lowest unoccupied orbital energy (alpha / beta), eV: -7.48 / -7.25

---

4.
Here is C33H26N8O2STi as an isolated structure in a non-equilibrium geometry from OMol25. Energies are from ωB97M-V with the def2-TZVPD basis set.

CARTESIAN COORDINATES (ANGSTROEM)
Ti  0.00  -0.62  -0.09
O  -1.91  -1.01  0.21
C  -2.84  -0.48  0.94
C  -3.92  -1.29  1.40
C  -4.91  -0.75  2.18
C  -4.91  0.61  2.55
C  -3.88  1.40  2.10
C  -2.85  0.88  1.31
C  -1.90  1.77  0.69
N  -0.90  1.36  -0.01
N  -0.31  2.34  -0.81
C  0.58  1.75  -1.56
O  0.82  0.49  -1.56
C  1.36  2.59  -2.51
C  2.41  2.00  -3.21
C  3.16  2.75  -4.10
C  2.86  4.09  -4.31
C  1.81  4.68  -3.61
C  1.07  3.94  -2.71
H  -3.90  -2.33  1.12
H  -5.72  -1.39  2.51
H  -5.70  1.01  3.16
H  -3.86  2.46  2.36
H  -2.09  2.85  0.70
H  2.63  0.96  -3.00
H  3.98  2.29  -4.63
H  3.44  4.68  -5.01
H  1.58  5.73  -3.77
H  0.25  4.38  -2.16
N  3.85  -2.91  0.27
C  3.48  -1.59  0.08
S  4.01  -0.78  -1.32
N  2.84  -1.12  1.15
N  2.08  -0.02  1.04
C  1.94  0.59  2.18
C  1.35  1.92  2.40
C  0.75  2.18  3.64
C  0.28  3.45  3.89
C  0.42  4.43  2.91
C  1.04  4.07  1.72
N  1.51  2.86  1.47
H  4.05  -3.37  -0.61
H  3.19  -3.40  0.86
H  2.36  0.10  3.06
H  0.65  1.39  4.37
H  -0.21  3.68  4.84
H  0.06  5.44  3.06
H  1.17  4.80  0.92
C  -2.19  -2.95  -4.62
C  -1.64  -1.71  -4.33
C  -0.89  -1.51  -3.18
C  -0.68  -2.55  -2.26
C  -1.24  -3.80  -2.57
C  -1.98  -3.99  -3.72
N  0.02  -2.31  -1.09
N  0.25  -3.51  -0.37
C  0.43  -3.26  0.92
C  0.80  -4.33  1.80
C  0.83  -4.15  3.16
C  0.51  -2.91  3.74
C  0.23  -1.85  2.89
C  0.22  -1.97  1.51
H  -2.78  -3.10  -5.52
H  -1.78  -0.88  -5.01
H  -0.44  -0.54  -2.99
H  -1.08  -4.60  -1.86
H  -2.40  -4.97  -3.92
H  1.03  -5.29  1.36
H  1.10  -4.99  3.80
H  0.52  -2.78  4.82
H  0.03  -0.88  3.33

Frontier orbital gap, eV: 4.3717
2S+1: 1
HOMO level, eV: 0.013
Total charge: -2
Molar mass, g mol⁻¹: 646.6
Relative energy (zero: lowest compared OMol25 entry of this formula, charge and spin), kcal per mole: 18.59
Lowest unoccupied orbital energy, eV: 4.38

---

5.
Here is C33H27F4IN3PRhSe as an isolated structure in a non-equilibrium geometry from OMol25. Energies are from ωB97M-V with the def2-TZVPD basis set.

CARTESIAN COORDINATES (ANGSTROEM)
Rh  -0.55  1.15  -0.78
C  0.39  -0.93  2.99
N  -0.35  1.18  1.46
C  0.52  2.33  1.70
C  -1.63  1.40  2.11
C  -2.48  2.46  1.37
N  -2.26  2.40  -0.05
C  -2.65  3.37  -0.88
C  -2.68  3.08  -2.27
F  -2.37  1.81  -2.65
C  -2.99  4.02  -3.24
F  -3.00  3.67  -4.52
C  -3.28  5.33  -2.88
C  -3.29  5.65  -1.54
F  -3.58  6.90  -1.17
C  -3.00  4.71  -0.55
F  -3.03  5.13  0.73
H  1.09  -0.27  3.51
H  0.60  -1.96  3.27
H  -0.61  -0.68  3.33
H  1.36  2.36  1.02
H  0.89  2.32  2.73
H  -0.04  3.26  1.57
H  -1.46  1.77  3.13
H  -2.17  0.46  2.18
H  -2.26  3.45  1.77
H  -3.55  2.26  1.57
H  -3.50  6.08  -3.63
I  -0.61  -1.07  -2.29
C  0.69  -2.75  -1.85
C  0.79  -3.54  -2.97
C  1.64  -4.65  -3.00
C  2.37  -4.93  -1.89
C  2.28  -4.13  -0.73
C  3.14  -4.47  0.34
C  3.21  -3.66  1.44
C  2.35  -2.57  1.52
C  1.41  -2.24  0.57
P  0.43  -0.67  1.17
C  2.07  0.19  0.72
C  2.98  0.59  1.70
C  4.23  1.05  1.34
C  4.60  1.14  0.01
C  3.71  0.74  -0.96
C  2.46  0.25  -0.61
C  -1.26  -1.48  0.89
C  -1.26  -2.81  1.30
C  -2.42  -3.57  1.25
C  -3.60  -3.01  0.80
C  -3.61  -1.69  0.39
C  -2.45  -0.94  0.42
C  1.41  -2.99  -0.65
H  0.23  -3.29  -3.85
H  1.73  -5.23  -3.91
H  3.06  -5.76  -1.88
H  3.76  -5.34  0.25
H  3.90  -3.86  2.24
H  2.45  -1.94  2.39
H  2.73  0.55  2.75
H  4.92  1.35  2.12
H  5.58  1.53  -0.26
H  3.97  0.79  -2.01
H  1.82  -0.11  -1.39
H  -0.36  -3.27  1.67
H  -2.39  -4.61  1.55
H  -4.50  -3.61  0.76
H  -4.52  -1.24  0.03
H  -2.50  0.08  0.03
Se  0.38  3.25  -4.71
C  0.47  2.77  -3.06
N  0.57  2.44  -1.93

Frontier orbital gap (alpha / beta), eV: 7.9757 / 4.8304
2S+1: 5
HOMO level (alpha / beta), eV: -10.566 / -10.437
Total charge: +1
Molar mass, g mol⁻¹: 881.3
Relative energy (zero: lowest compared OMol25 entry of this formula, charge and spin), kcal per mole: 67.05
Lowest unoccupied orbital energy (alpha / beta), eV: -2.59 / -5.61

---

6.
Here is C33H27N4O6Ti as an isolated structure in a non-equilibrium geometry from OMol25. Energies are from ωB97M-V with the def2-TZVPD basis set.

CARTESIAN COORDINATES (ANGSTROEM)
Ti  -0.59  -0.93  1.35
O  -4.30  -1.26  -4.49
C  -4.54  -0.47  -3.58
O  -5.36  0.45  -3.50
C  -3.64  -0.65  -2.30
C  -2.68  -1.65  -2.24
C  -1.90  -1.80  -1.08
N  -2.07  -0.99  -0.02
C  -3.03  -0.03  -0.05
C  -3.82  0.16  -1.19
C  -3.13  0.68  1.20
C  -4.00  1.75  1.42
C  -4.07  2.33  2.65
C  -3.23  1.83  3.67
C  -2.37  0.80  3.37
N  -2.28  0.19  2.18
C  -0.92  -2.82  -0.83
C  -0.48  -3.73  -1.79
C  0.44  -4.70  -1.44
C  0.89  -4.73  -0.11
C  0.43  -3.79  0.77
N  -0.46  -2.83  0.47
H  -2.57  -2.30  -3.10
H  -4.59  0.91  -1.23
H  -4.60  2.11  0.59
H  -4.75  3.16  2.85
H  -3.26  2.25  4.67
H  -1.70  0.44  4.14
H  -0.86  -3.66  -2.79
H  0.80  -5.41  -2.17
H  1.59  -5.49  0.21
H  0.78  -3.79  1.80
O  0.09  0.69  -0.40
C  1.49  0.70  -0.68
C  2.13  -0.41  0.27
O  3.34  -0.47  0.35
O  1.30  -1.13  0.88
C  2.17  1.98  -0.27
C  1.54  2.93  0.52
C  2.24  4.04  0.98
C  3.57  4.21  0.66
C  4.21  3.27  -0.14
C  3.51  2.17  -0.61
C  1.70  0.37  -2.14
C  1.48  1.38  -3.09
C  1.54  1.10  -4.44
C  1.82  -0.18  -4.87
C  2.06  -1.18  -3.94
C  2.00  -0.91  -2.59
H  -0.36  1.19  -1.09
H  0.50  2.79  0.80
H  1.73  4.78  1.59
H  4.12  5.06  1.03
H  5.25  3.39  -0.39
H  4.01  1.43  -1.22
H  1.26  2.38  -2.75
H  1.35  1.88  -5.16
H  1.84  -0.41  -5.93
H  2.29  -2.18  -4.28
H  2.18  -1.70  -1.87
N  1.71  1.43  3.73
C  0.96  0.44  3.16
O  0.21  0.73  2.23
C  1.03  -0.95  3.73
C  -0.24  -1.73  3.31
H  1.74  2.30  3.22
H  2.47  1.23  4.35
H  1.19  -0.91  4.82
H  1.91  -1.43  3.29
H  -1.03  -1.52  4.05
H  -0.03  -2.80  3.42

Frontier orbital gap (alpha / beta), eV: 4.8350 / 4.8156
2S+1: 1
HOMO level (alpha / beta), eV: -2.699 / -2.681
Total charge: -1
Molar mass, g mol⁻¹: 623.5
Relative energy (zero: lowest compared OMol25 entry of this formula, charge and spin), kcal per mole: 0.55
Lowest unoccupied orbital energy (alpha / beta), eV: 2.14 / 2.13